one) # C39H104O13

13 unconnected molecules or ions with the total composition C39H104O13 (the ωB97M-V functional and the def2-TZVPD basis, OMol25).

Its charge is 0. For the HOMO energy, the calculation gives -0.3501 hartree.

```
156
C39H104O13 (the ωB97M-V functional and the def2-TZVPD basis)
C -3.945 2.037 -0.385
C -3.578 1.132 -1.542
C -4.143 1.545 -2.880
O -2.149 1.078 -1.648
H -5.018 2.046 -0.172
H -3.589 3.062 -0.510
H -3.474 1.622 0.514
H -3.937 0.124 -1.287
H -3.951 0.788 -3.642
H -3.739 2.512 -3.186
H -5.233 1.638 -2.849
H -1.859 0.537 -0.893
C 0.911 -0.559 -0.455
C 0.032 -0.183 0.710
C 0.125 1.286 1.069
O -1.334 -0.533 0.403
H 1.941 -0.224 -0.295
H 0.548 -0.129 -1.389
H 0.993 -1.647 -0.527
H 0.341 -0.773 1.582
H -0.108 1.905 0.198
H 1.161 1.460 1.359
H -0.576 1.536 1.866
H -1.314 -1.488 0.234
C -4.372 5.051 2.885
C -3.901 3.986 3.861
C -2.583 3.337 3.487
O -3.686 4.617 5.142
H -3.588 5.801 2.751
H -5.271 5.535 3.266
H -4.631 4.645 1.903
H -4.682 3.236 3.983
H -1.794 4.090 3.405
H -2.647 2.781 2.546
H -2.240 2.634 4.247
H -3.124 5.385 5.001
C -0.798 6.674 1.471
C 0.316 6.417 0.470
C 0.166 5.029 -0.147
O 0.278 7.437 -0.539
H -0.667 6.053 2.372
H -1.777 6.441 1.056
H -0.729 7.674 1.903
H 1.292 6.472 0.953
H 0.501 4.297 0.594
H 0.779 4.925 -1.041
H -0.867 4.780 -0.394
H -0.318 7.138 -1.234
C -5.616 0.201 3.187
C -4.764 -1.004 3.562
C -3.265 -0.774 3.562
O -5.126 -1.418 4.898
H -5.515 1.057 3.867
H -6.661 -0.105 3.246
H -5.349 0.602 2.207
H -5.064 -1.816 2.895
H -2.829 -0.282 2.689
H -2.771 -1.740 3.681
H -3.029 -0.149 4.426
H -5.608 -0.696 5.312
C 6.212 -0.309 1.058
C 5.584 0.147 -0.246
C 5.403 -1.022 -1.199
O 4.346 0.815 -0.050
H 7.182 -0.777 0.855
H 5.609 -1.062 1.571
H 6.396 0.515 1.749
H 6.275 0.870 -0.691
H 6.312 -1.621 -1.290
H 5.057 -0.688 -2.174
H 4.652 -1.699 -0.771
H 3.863 0.449 0.702
C -3.185 -4.346 0.606
C -1.806 -3.975 1.150
C -1.060 -5.152 1.738
O -1.027 -3.340 0.123
H -3.090 -4.742 -0.407
H -3.784 -3.436 0.546
H -3.682 -5.090 1.227
H -1.953 -3.233 1.939
H -1.692 -5.663 2.471
H -0.094 -4.863 2.137
H -0.938 -5.934 0.974
H -0.726 -4.016 -0.505
C 4.672 3.306 2.551
C 3.617 3.261 3.627
C 2.308 3.859 3.161
O 3.412 1.854 3.922
H 4.342 2.777 1.659
H 5.568 2.794 2.920
H 5.004 4.327 2.361
H 3.985 3.738 4.540
H 2.338 4.945 3.022
H 1.490 3.686 3.865
H 2.051 3.443 2.184
H 3.018 1.771 4.795
C 2.471 -2.710 2.104
C 2.661 -1.546 3.041
C 3.651 -1.830 4.164
O 3.111 -0.451 2.231
H 3.377 -3.042 1.590
H 1.722 -2.482 1.344
H 2.117 -3.589 2.653
H 1.684 -1.291 3.472
H 3.630 -2.895 4.426
H 3.459 -1.261 5.072
H 4.683 -1.673 3.842
H 3.221 0.338 2.788
C -1.472 -1.795 -3.152
C -2.424 -2.969 -3.229
C -3.788 -2.629 -2.668
O -2.636 -3.358 -4.600
H -1.961 -0.867 -3.449
H -0.576 -1.940 -3.759
H -1.161 -1.653 -2.111
H -1.991 -3.826 -2.697
H -3.731 -2.404 -1.602
H -4.490 -3.441 -2.854
H -4.168 -1.733 -3.167
H -1.901 -3.901 -4.898
C 1.723 -6.656 -2.511
C 1.280 -5.625 -1.489
C 2.375 -4.646 -1.085
O 0.151 -4.886 -1.972
H 2.567 -7.247 -2.155
H 2.005 -6.193 -3.461
H 0.892 -7.341 -2.693
H 0.921 -6.135 -0.592
H 1.980 -3.940 -0.356
H 2.700 -4.055 -1.945
H 3.258 -5.151 -0.688
H 0.258 -4.726 -2.917
C 0.472 1.771 -3.609
C -0.328 3.002 -3.956
C -1.183 2.795 -5.188
O -1.114 3.436 -2.854
H -0.141 0.895 -3.368
H 1.040 1.937 -2.684
H 1.189 1.495 -4.386
H 0.373 3.817 -4.161
H -1.896 3.602 -5.342
H -1.710 1.836 -5.156
H -0.540 2.726 -6.075
H -1.497 2.660 -2.413
C 4.033 -2.547 -5.371
C 2.917 -2.949 -4.405
C 2.407 -1.728 -3.668
O 1.853 -3.592 -5.118
H 4.464 -3.412 -5.879
H 4.836 -2.027 -4.850
H 3.633 -1.881 -6.144
H 3.323 -3.694 -3.720
H 3.196 -1.056 -3.325
H 1.905 -1.935 -2.712
H 1.658 -1.178 -4.241
H 1.686 -3.093 -5.924
```

two) # C39H104O13

A molecular structure, C39H104O13 (the ωB97M-V functional and the def2-TZVPD basis, OMol25).

Its charge is 0. For the HOMO energy, the calculation gives -0.2689 hartree.

```
156
C39H104O13 (the ωB97M-V functional and the def2-TZVPD basis)
C 0.216 -6.404 -7.258
C 0.683 -6.625 -8.692
C 2.072 -7.329 -8.659
O -0.233 -7.463 -9.391
H 1.040 -6.021 -6.657
H 0.000 -7.404 -6.884
H -0.668 -5.766 -7.290
H 0.769 -5.657 -9.184
H 2.167 -8.259 -8.099
H 2.949 -6.733 -8.405
H 2.255 -7.686 -9.672
H -1.066 -7.032 -9.187
C -3.424 -2.445 -8.356
C -2.475 -3.434 -9.032
C -1.378 -3.963 -8.044
O -3.241 -4.588 -9.484
H -3.778 -2.957 -7.461
H -4.291 -2.211 -8.974
H -2.925 -1.531 -8.035
H -2.024 -2.959 -9.904
H -0.708 -3.143 -7.786
H -0.739 -4.782 -8.374
H -1.837 -4.358 -7.137
H -3.758 -4.244 -10.215
C -0.155 -7.237 -4.668
C 1.008 -7.240 -3.553
C 0.762 -6.030 -2.718
O 0.815 -8.434 -2.866
H -0.057 -8.088 -5.342
H -0.097 -6.383 -5.344
H -1.137 -7.226 -4.195
H 2.022 -7.284 -3.950
H 1.540 -6.033 -1.954
H -0.246 -5.945 -2.311
H 0.883 -5.131 -3.322
H -0.020 -8.329 -2.403
C -3.826 -7.328 -9.229
C -2.339 -7.147 -9.549
C -2.132 -6.713 -10.995
O -1.708 -6.159 -8.765
H -4.283 -8.083 -9.869
H -4.393 -6.399 -9.282
H -3.838 -7.667 -8.193
H -1.866 -8.111 -9.361
H -2.568 -7.470 -11.647
H -1.065 -6.641 -11.206
H -2.548 -5.716 -11.134
H -2.222 -5.352 -8.836
C -0.096 -3.941 -5.328
C 1.446 -3.969 -5.499
C 2.189 -3.623 -4.197
O 1.627 -5.318 -5.815
H -0.335 -4.490 -4.417
H -0.721 -4.200 -6.182
H -0.446 -2.932 -5.107
H 1.864 -3.348 -6.291
H 2.117 -2.558 -3.975
H 3.247 -3.816 -4.370
H 1.899 -4.199 -3.318
H 2.564 -5.523 -5.786
C -3.310 -9.605 -6.873
C -2.198 -9.567 -7.989
C -0.855 -9.066 -7.485
O -1.956 -10.892 -8.421
H -3.166 -10.354 -6.095
H -4.331 -9.731 -7.232
H -3.264 -8.704 -6.261
H -2.592 -8.938 -8.787
H -0.450 -9.842 -6.835
H -0.997 -8.098 -7.006
H -0.117 -8.850 -8.257
H -2.630 -11.170 -9.046
C 0.281 -10.216 -10.430
C 0.227 -9.273 -11.620
C -1.138 -8.869 -11.962
O 0.845 -8.115 -11.139
H 1.304 -10.264 -10.056
H -0.131 -11.200 -10.654
H -0.353 -9.844 -9.626
H 0.765 -9.724 -12.454
H -1.661 -9.629 -12.542
H -1.195 -7.960 -12.561
H -1.728 -8.718 -11.058
H 0.451 -7.848 -10.306
C 4.063 -4.586 -12.167
C 3.738 -4.742 -10.651
C 4.351 -5.973 -10.039
O 4.341 -3.694 -9.969
H 3.634 -5.438 -12.696
H 5.137 -4.477 -12.318
H 3.685 -3.637 -12.546
H 2.672 -4.700 -10.430
H 4.126 -6.921 -10.528
H 4.000 -6.186 -9.029
H 5.427 -5.829 -9.944
H 3.725 -3.159 -9.464
C 4.142 -9.030 -4.545
C 2.686 -9.288 -4.756
C 2.052 -8.328 -5.797
O 2.655 -10.613 -5.221
H 4.843 -8.990 -5.378
H 4.540 -9.758 -3.837
H 4.273 -8.040 -4.109
H 2.125 -9.256 -3.821
H 2.483 -8.415 -6.795
H 2.213 -7.298 -5.480
H 0.972 -8.436 -5.896
H 1.746 -10.847 -5.420
C 4.414 -8.416 -9.421
C 5.782 -8.866 -8.912
C 6.197 -8.170 -7.623
O 5.785 -10.248 -8.605
H 4.065 -9.053 -10.234
H 4.326 -7.390 -9.777
H 3.690 -8.421 -8.607
H 6.524 -8.644 -9.679
H 6.179 -7.084 -7.706
H 7.197 -8.497 -7.337
H 5.513 -8.482 -6.834
H 5.029 -10.429 -8.043
C -4.007 -6.744 -4.979
C -2.975 -5.653 -5.156
C -1.947 -5.917 -6.289
O -3.651 -4.444 -5.392
H -3.643 -7.770 -4.928
H -4.738 -6.804 -5.785
H -4.591 -6.522 -4.086
H -2.436 -5.624 -4.209
H -2.437 -5.965 -7.261
H -1.401 -6.860 -6.240
H -1.147 -5.178 -6.317
H -4.023 -4.549 -6.271
C 3.134 -12.318 -7.240
C 3.359 -10.966 -7.914
C 2.133 -10.086 -8.038
O 4.352 -10.267 -7.209
H 2.375 -12.799 -7.856
H 2.704 -12.221 -6.242
H 4.043 -12.916 -7.288
H 3.724 -11.148 -8.925
H 1.770 -9.982 -7.015
H 1.383 -10.522 -8.699
H 2.401 -9.108 -8.438
H 4.107 -10.265 -6.281
C 1.140 -3.201 -9.939
C 2.051 -2.765 -8.896
C 2.488 -3.979 -8.035
O 3.246 -2.310 -9.467
H 0.524 -2.346 -10.216
H 0.384 -3.905 -9.590
H 1.752 -3.577 -10.758
H 1.646 -1.883 -8.399
H 3.081 -3.626 -7.191
H 2.889 -4.888 -8.483
H 1.657 -4.333 -7.427
H 2.979 -1.846 -10.264
```

It is two) that is the least stable of them.

one) # C5H9NO

2 unconnected molecules or ions with the total composition C5H9NO (the ωB97M-V functional and the def2-TZVPD basis, OMol25).

Its charge is -1. For the HOMO energy (alpha / beta), the calculation gives 0.0418 / -0.1552 hartree. As for the multiplicity: 2.

```
16
C5H9NO (the ωB97M-V functional and the def2-TZVPD basis)
C -0.015 -0.953 1.222
C 0.093 -0.579 -0.349
C -0.937 -1.310 -0.983
N -0.971 -0.951 -2.214
C -0.215 0.202 -2.459
C 0.442 0.415 -1.181
H -0.703 -1.825 1.336
H 0.940 -1.326 1.974
H -0.458 -0.046 1.850
H -1.596 -2.027 -0.554
H -1.576 -1.332 -2.989
H 0.022 0.493 -3.453
H 0.956 1.347 -1.023
H 2.000 2.397 2.915
H 0.709 2.580 2.646
O 1.310 2.915 3.262
```

two) # C5H9NO

A gas-phase ion, C5H9NO (charge -1) (the ωB97M-V functional and the def2-TZVPD basis, OMol25).

Its charge is -1. For the HOMO energy (alpha / beta), the calculation gives 0.0169 / -0.1259 hartree. As for the multiplicity: 2.

```
16
C5H9NO (the ωB97M-V functional and the def2-TZVPD basis)
O 0.231 -2.616 -0.431
C -0.675 -1.980 0.045
C -0.782 -0.834 1.204
C -0.642 0.564 0.616
C 0.448 0.835 -0.374
C 0.654 1.966 -1.146
N 1.497 -0.122 -0.311
H -1.647 -1.950 -0.467
H -0.042 -1.122 1.975
H -1.847 -0.963 1.533
H -0.720 1.476 1.363
H -1.622 0.518 -0.042
H 1.463 2.153 -1.766
H -0.052 2.775 -1.000
H 2.395 0.358 -0.537
H 1.341 -1.059 -0.662
```

It is one) that is the least stable of them.

one) # C21H25N3O4S

A single C21H25N3O4S molecule (the ωB97M-V functional and the def2-TZVPD basis, OMol25).

Its charge is 0. For the HOMO energy, the calculation gives -0.3340 hartree. The SMILES is Cc1ccc(C(=O)NNC(=O)C2CCN(S(=O)(=O)c3ccc(C)cc3)CC2)cc1.

```
54
C21H25N3O4S (the ωB97M-V functional and the def2-TZVPD basis)
C -8.856 -1.631 0.184
C -7.561 -0.884 0.118
C -6.450 -1.437 -0.510
C -5.256 -0.747 -0.588
C -5.149 0.527 -0.036
C -3.911 1.335 -0.087
O -3.880 2.551 0.025
N -2.760 0.643 -0.294
N -1.556 1.343 -0.292
C -0.382 0.689 -0.199
O -0.337 -0.529 -0.171
C 0.844 1.584 -0.162
C 1.743 1.237 -1.355
C 3.069 1.995 -1.266
N 3.735 1.801 -0.004
S 4.881 0.597 0.103
O 5.669 0.681 -1.092
O 5.520 0.758 1.377
C 4.005 -0.966 0.098
C 3.574 -1.507 1.294
C 2.818 -2.665 1.280
C 2.489 -3.284 0.078
C 1.619 -4.501 0.063
C 2.962 -2.739 -1.111
C 3.719 -1.581 -1.105
C 2.930 2.079 1.157
C 1.600 1.323 1.147
C -6.265 1.093 0.577
C -7.452 0.394 0.657
H -9.383 -1.411 1.110
H -8.692 -2.703 0.114
H -9.497 -1.332 -0.645
H -6.524 -2.423 -0.945
H -4.421 -1.198 -1.104
H -2.635 -0.358 -0.215
H -1.706 2.344 -0.223
H 0.548 2.636 -0.216
H 1.921 0.160 -1.347
H 1.240 1.495 -2.289
H 2.888 3.070 -1.391
H 3.764 1.668 -2.039
H 3.847 -1.018 2.216
H 2.470 -3.090 2.211
H 0.576 -4.193 -0.017
H 1.733 -5.075 0.979
H 1.851 -5.137 -0.788
H 2.728 -3.221 -2.049
H 4.102 -1.148 -2.016
H 2.740 3.159 1.187
H 3.532 1.808 2.025
H 0.996 1.643 1.998
H 1.774 0.250 1.234
H -6.176 2.087 0.987
H -8.307 0.842 1.141
```

two) # C21H25N3O4S

A molecular structure, C21H25N3O4S (the ωB97M-V functional and the def2-TZVPD basis, OMol25).

Its charge is 0. For the HOMO energy, the calculation gives -0.3159 hartree.

```
54
C21H25N3O4S (the ωB97M-V functional and the def2-TZVPD basis)
C -5.177 2.954 -4.282
C -4.287 2.850 -3.168
O -4.720 2.629 -2.127
N -2.886 2.845 -3.416
H -2.518 3.072 -4.349
C -1.745 2.662 -2.365
C -1.502 1.193 -1.892
C -2.332 0.334 -1.786
C -2.007 -0.976 -1.341
C -0.803 -1.310 -1.259
C 0.217 -0.685 -1.736
C 0.022 0.688 -2.140
H 0.754 1.654 -2.338
H 1.195 -0.871 -1.670
H -0.430 -2.309 -0.974
H -2.945 -1.700 -0.877
H -3.520 0.757 -1.615
H -0.907 3.039 -2.902
C -1.980 3.482 -1.358
C -0.914 3.043 -0.182
O 0.347 3.677 -0.284
N -1.239 1.934 0.711
C -0.396 1.173 1.308
C 0.916 1.405 1.608
C 1.977 0.580 1.948
C 1.194 -0.498 2.628
C -0.102 -0.632 2.670
C -0.918 0.031 1.748
H -1.995 -0.120 1.894
H -0.590 -1.664 3.027
S 2.331 -1.777 3.390
O 1.634 -2.794 3.877
O 3.079 -1.085 4.447
N 3.352 -1.998 2.270
C 4.624 -2.611 2.637
H 5.278 -2.471 1.710
H 4.980 -2.187 3.447
C 4.193 -4.268 2.657
H 3.843 -4.522 3.404
H 5.324 -4.903 2.499
C 3.358 -4.271 1.368
H 2.796 -5.415 1.483
H 4.196 -4.404 0.488
C 2.711 -2.947 1.383
H 2.792 -2.643 0.240
H 1.577 -3.061 1.518
H 2.782 0.905 2.365
H 1.335 2.609 1.140
H -2.085 1.771 0.416
H -2.896 3.134 -0.720
H -1.879 4.538 -1.528
H -6.098 2.953 -4.051
H -4.902 3.994 -4.976
H -5.032 2.219 -4.947
```

It is two) that is the least stable of them.

one) # C4H12NO3

2 unconnected molecules or ions with the total composition C4H12NO3 (the ωB97M-V functional and the def2-TZVPD basis, OMol25).

Its charge is -1. For the HOMO energy, the calculation gives -0.1152 hartree.

```
20
C4H12NO3 (the ωB97M-V functional and the def2-TZVPD basis)
C 1.445 -1.806 0.358
O 1.452 -3.313 0.088
C 0.394 -0.731 -0.188
C 1.118 0.628 -0.175
C 0.187 1.554 -0.870
O -0.850 1.749 -0.162
N -0.994 -0.868 0.324
H 1.264 -1.833 1.458
H 2.502 -1.670 0.290
H 0.749 -3.443 -0.760
H 0.060 -1.169 -1.263
H 0.998 0.975 0.934
H 2.205 0.675 -0.449
H 0.722 2.469 -1.162
H -0.139 1.178 -1.949
H -1.759 -0.211 -0.071
H -0.983 -0.552 1.411
H -2.465 1.681 0.299
H -2.646 2.571 1.272
O -3.262 2.115 0.615
```

two) # C4H12NO3

2 unconnected molecules or ions with the total composition C4H12NO3 (the ωB97M-V functional and the def2-TZVPD basis, OMol25).

Its charge is -1. For the HOMO energy, the calculation gives -0.1491 hartree.

```
20
C4H12NO3 (the ωB97M-V functional and the def2-TZVPD basis)
C -1.096 -0.391 0.469
C -0.414 -0.280 1.840
C 0.997 0.390 1.737
O 0.818 1.721 1.509
N -0.447 -1.441 -0.382
C 0.285 -0.934 -1.507
O -0.281 -1.687 -2.649
H -2.170 -0.711 0.552
H -0.888 0.570 -0.145
H -1.041 0.276 2.547
H -0.309 -1.256 2.285
H 1.433 0.301 2.714
H 1.469 -0.014 0.788
H 0.061 -2.089 0.117
H 1.370 -1.134 -1.519
H 0.118 0.138 -1.874
H -0.711 -2.525 -2.354
H -0.369 2.970 -0.576
H 0.550 1.932 0.394
O 0.085 2.331 -0.796
```

It is one) that is the least stable of them.